This record from the Open Molecules 2025 dataset describes a structure of composition C47H56BrMgN4O3 at a distorted geometry. The level of theory is the ωB97M-V functional and the def2-TZVPD basis.

## Properties
Molar mass in g/mol: 829.199
Relative energy (zero: lowest compared OMol25 entry of this formula, charge and spin) in kcal/mol: 6.6
Maximum force in eV Å⁻¹: 1.29
LUMO in Eh: 0.0742
Frontier orbital gap in eV: 5.728
E_HOMO in eV: -3.71
Total charge: -1
Spin multiplicity: 1

```
112
Properties=species:S:1:pos:R:3:mulliken_charge:R:1
Mg -0.225 -0.272 -0.155 2.32
C -5.560 3.161 -1.158 -1.04
C -4.165 3.541 -1.677 -1.20
C -3.060 2.945 -0.860 0.90
C -2.339 3.530 0.137 0.41
C -2.496 4.908 0.702 -1.13
C -3.479 4.946 1.884 -1.20
C -1.395 2.525 0.604 -0.13
C -0.396 2.759 1.549 -0.65
C 0.573 1.849 1.982 0.20
C 1.690 2.171 2.864 0.55
C 1.985 3.526 3.432 -1.26
C 1.337 3.759 4.807 -1.22
C 2.387 1.011 3.034 0.68
C 1.693 0.000 2.254 0.23
C 2.096 -1.333 2.138 -0.56
C 1.485 -2.321 1.368 0.12
N 0.358 -2.144 0.626 -0.20
C 0.116 -3.328 0.008 0.20
C -0.893 -3.558 -0.932 -0.74
C -1.740 -2.607 -1.497 0.26
N -1.739 -1.280 -1.193 0.77
C -2.689 -0.697 -1.969 0.01
C -3.059 0.646 -1.892 -0.85
C -2.562 1.585 -0.983 0.41
N -1.571 1.359 -0.082 -0.26
C -3.325 -1.692 -2.819 0.63
C -2.741 -2.885 -2.520 0.28
C -3.068 -4.243 -3.062 -1.19
C -4.083 -4.997 -2.187 -1.04
C -4.440 -1.419 -3.780 -1.15
C -5.819 -1.418 -3.105 -0.91
C 1.110 -4.322 0.403 0.20
C 1.973 -3.688 1.237 0.48
C 3.200 -4.236 1.899 -1.11
C 2.945 -4.677 3.347 -1.10
C 1.130 -5.752 -0.043 -1.09
C 0.193 -6.635 0.795 -1.12
N 0.608 0.536 1.634 -0.39
C 3.619 0.774 3.854 -0.95
C 3.296 0.275 5.273 -1.25
H -6.346 3.662 -1.731 0.40
H -5.668 3.440 -0.108 0.23
H -5.714 2.081 -1.229 0.11
H -4.067 4.629 -1.679 0.48
H -4.071 3.210 -2.714 0.33
H -2.843 5.590 -0.078 0.50
H -1.527 5.280 1.041 0.36
H -4.492 4.712 1.549 0.22
H -3.495 5.932 2.356 0.41
H -3.195 4.205 2.634 0.27
H -0.337 3.761 1.956 0.33
H 1.627 4.291 2.740 0.42
H 3.068 3.655 3.512 0.32
H 0.271 3.520 4.771 0.29
H 1.449 4.799 5.131 0.40
H 1.796 3.119 5.564 0.25
H 2.990 -1.622 2.680 0.36
H -0.990 -4.572 -1.302 0.25
H -3.828 0.983 -2.579 0.33
H -2.155 -4.837 -3.135 0.41
H -3.469 -4.145 -4.074 0.40
H -3.722 -5.060 -1.158 0.25
H -4.252 -6.012 -2.559 0.38
H -5.041 -4.474 -2.173 0.21
H -4.428 -2.169 -4.574 0.41
H -4.284 -0.448 -4.258 0.38
H -6.017 -2.381 -2.631 0.19
H -6.615 -1.223 -3.831 0.38
H -5.864 -0.652 -2.328 0.14
H 3.987 -3.477 1.886 0.29
H 3.571 -5.086 1.320 0.45
H 2.606 -3.831 3.951 0.22
H 3.851 -5.085 3.806 0.41
H 2.166 -5.443 3.382 0.23
H 2.148 -6.143 0.025 0.46
H 0.838 -5.810 -1.092 0.36
H 0.519 -6.656 1.838 0.24
H 0.172 -7.663 0.419 0.39
H -0.826 -6.240 0.774 0.26
H 4.194 1.700 3.912 0.45
H 4.252 0.035 3.357 0.25
H 2.666 0.994 5.799 0.20
H 4.208 0.123 5.859 0.43
H 2.749 -0.671 5.229 0.24
Br 5.395 2.576 1.277 -0.21
C 5.140 0.952 0.306 -0.34
C 6.241 0.157 0.033 -0.45
C 6.046 -1.011 -0.699 -0.75
C 4.779 -1.353 -1.155 -0.76
C 3.691 -0.536 -0.882 0.84
C 3.869 0.621 -0.129 0.49
C 2.315 -0.891 -1.441 -0.66
O 2.217 -1.928 -2.094 -0.78
O 1.389 -0.038 -1.161 -1.12
H 7.226 0.446 0.375 0.43
H 6.898 -1.648 -0.918 0.37
H 4.604 -2.253 -1.731 0.49
H 3.014 1.235 0.112 0.28
C 1.795 3.908 -2.964 -0.64
C 0.856 3.711 -4.172 -0.67
C -0.435 3.252 -3.503 -0.54
O -0.007 2.445 -2.427 -0.08
C 1.107 3.112 -1.833 0.87
H 1.876 4.963 -2.697 0.35
H 2.799 3.534 -3.165 0.30
H 1.228 2.914 -4.815 0.30
H 0.725 4.616 -4.769 0.34
H -1.077 2.650 -4.147 0.28
H -1.012 4.115 -3.135 0.27
H 1.731 2.341 -1.396 -0.90
H 0.759 3.785 -1.042 0.06
```

---

This record from the Open Molecules 2025 dataset describes a cluster of 2 separate species, C6H9N2O2 in total at a distorted geometry. The level of theory is the ωB97M-V functional and the def2-TZVPD basis.

## Properties
Molar mass in g/mol: 141.150
Relative energy (zero: lowest compared OMol25 entry of this formula, charge and spin) in kcal/mol: 26.9
Maximum force in eV Å⁻¹: 2.23
LUMO in Eh: 0.1376
Frontier orbital gap in eV: 7.403
E_HOMO in eV: -3.66
Total charge: -1
Spin multiplicity: 1

```
19
Properties=species:S:1:pos:R:3:mulliken_charge:R:1
C -2.785 1.089 0.109 -0.88
C -1.996 1.698 1.249 0.66
O -2.522 2.054 2.278 -0.62
O -0.689 1.719 1.070 -0.49
H -2.180 1.057 -0.794 0.30
H -3.781 1.456 -0.098 0.30
H -2.725 0.005 0.275 0.26
C 3.125 -1.364 -2.098 -1.13
C 1.859 -1.382 -1.281 0.45
C 0.733 -1.326 0.530 -0.35
C 0.869 -0.417 -1.405 -0.41
N 1.767 -1.953 -0.056 -0.80
N 0.092 -0.465 -0.259 -0.39
H 0.662 -1.410 1.606 0.37
H 3.927 -1.815 -1.514 0.33
H 3.372 -0.373 -2.474 0.29
H -0.396 1.132 0.305 0.46
H 0.504 0.235 -2.157 0.41
H 3.083 -1.875 -3.074 0.23
```

---

This record from the Open Molecules 2025 dataset describes a structure of composition C42H35AsF6N9O2S2W at a distorted geometry. The level of theory is the ωB97M-V functional and the def2-TZVPD basis.

## Properties
Molar mass in g/mol: 1134.687
Relative energy (zero: lowest compared OMol25 entry of this formula, charge and spin) in kcal/mol: 94.1
Maximum force in eV Å⁻¹: 1.06
LUMO (spin up / spin down) in Eh: -0.2538 / -0.2561
⟨S²⟩: 0.757
Frontier orbital gap (spin up / spin down) in eV: 6.347 / 6.304
E_HOMO (spin up / spin down) in eV: -13.25 / -13.27
Total charge: +2
Spin multiplicity: 2

```
98
Properties=species:S:1:pos:R:3:mulliken_charge:R:1
W -0.810 1.725 1.245 2.08
C -2.707 0.779 -2.705 -0.95
C -2.863 2.164 -2.836 -0.46
C -2.894 2.945 -1.701 -1.11
C -2.734 2.305 -0.483 1.27
N -2.462 1.001 -0.343 -0.17
C -2.492 0.249 -1.456 -0.76
N -2.770 3.055 0.715 -0.49
C -3.081 2.480 1.886 1.35
N -2.644 1.226 2.143 0.05
C -3.030 0.909 3.508 -0.06
N -2.954 -0.179 4.139 -0.43
C -2.450 -1.408 3.666 0.17
C -2.857 -2.530 4.381 -0.75
C -2.384 -3.769 3.990 -0.43
C -1.517 -3.840 2.909 -0.98
C -1.182 -2.665 2.257 -0.17
N -1.634 -1.464 2.617 0.25
C -3.684 2.131 4.037 0.29
C -4.218 2.396 5.281 -0.22
C -4.734 3.673 5.488 -0.64
C -4.725 4.646 4.485 -0.74
C -4.208 4.369 3.227 -0.49
C -3.701 3.093 3.035 -0.39
H -2.747 0.124 -3.564 0.49
H -2.977 2.617 -3.812 0.53
H -3.052 4.014 -1.727 0.59
H -2.369 -0.816 -1.309 0.88
H -3.536 -2.409 5.212 0.53
H -2.679 -4.662 4.525 0.44
H -1.099 -4.783 2.585 0.48
H -0.515 -2.686 1.401 0.41
H -4.225 1.647 6.061 0.56
H -5.147 3.925 6.455 0.43
H -5.127 5.627 4.694 0.45
H -4.189 5.109 2.440 0.55
S 2.298 0.056 -1.516 0.11
C 2.244 -0.638 -3.028 0.13
N 2.932 -0.322 -4.095 0.07
C 2.594 -0.950 -5.382 -0.71
C 2.156 -2.378 -5.170 -0.66
N 1.077 -2.450 -4.173 0.32
C 0.110 -3.566 -4.302 -1.98
C 0.645 -4.854 -3.732 1.15
C 0.404 -5.227 -2.414 -0.18
C 0.920 -6.418 -1.925 -0.82
C 1.670 -7.246 -2.747 -0.45
C 1.902 -6.888 -4.067 -0.75
C 1.386 -5.698 -4.556 -0.30
C 1.185 -1.723 -3.089 0.16
S 0.303 -1.745 -1.676 -0.14
C 3.840 0.847 -4.115 -1.07
C 3.201 2.103 -3.578 0.24
C 3.799 2.784 -2.525 -0.11
C 3.223 3.945 -2.027 -0.79
C 2.048 4.427 -2.582 -0.56
C 1.446 3.747 -3.635 -0.80
C 2.024 2.593 -4.136 -0.08
H 3.478 -0.940 -6.016 0.51
H 1.818 -0.351 -5.867 0.26
H 2.989 -2.992 -4.818 0.38
H 1.799 -2.800 -6.106 0.45
H -0.056 -3.680 -5.372 0.56
H -0.827 -3.253 -3.841 0.62
H -0.206 -4.601 -1.776 0.47
H 0.721 -6.710 -0.903 0.40
H 2.058 -8.180 -2.365 0.40
H 2.473 -7.537 -4.716 0.40
H 1.550 -5.433 -5.594 0.37
H 4.135 0.970 -5.156 0.48
H 4.734 0.592 -3.543 0.37
H 4.727 2.418 -2.102 0.37
H 3.694 4.474 -1.210 0.43
H 1.619 5.354 -2.222 0.65
H 0.539 4.135 -4.078 0.48
H 1.564 2.084 -4.977 0.34
O 0.133 0.039 0.898 0.74
N 1.036 -0.370 1.767 -1.48
N 0.806 0.135 2.888 1.56
O -0.233 0.901 3.029 -0.75
C 1.623 -0.147 4.044 0.55
C 2.622 -1.105 3.936 -0.45
C 3.389 -1.355 5.060 -0.71
C 3.148 -0.663 6.242 -0.48
C 2.139 0.286 6.315 -0.75
C 1.357 0.560 5.203 -0.45
H 2.794 -1.633 3.011 0.51
H 4.175 -2.095 5.013 0.42
H 3.756 -0.867 7.113 0.42
H 1.958 0.820 7.237 0.42
H 0.576 1.305 5.233 0.52
F 0.998 2.265 1.401 -0.63
As -0.384 4.847 0.475 1.41
F -0.847 3.122 2.526 -0.61
F -1.422 5.841 1.404 -0.39
F -0.223 5.893 -0.893 -0.40
F -0.246 1.959 -0.551 -0.35
F 1.025 5.314 1.332 -0.40
```

---

This record from the Open Molecules 2025 dataset describes a structure of composition C10H18MoN6OPSe3Te. The level of theory is the ωB97M-V functional and the def2-TZVPD basis.

## Properties
Molar mass in g/mol: 729.689
Relative energy (zero: lowest compared OMol25 entry of this formula, charge and spin) in kcal/mol: 0.0
Maximum force in eV Å⁻¹: 0.75
LUMO (spin up / spin down) in Eh: -0.1943 / -0.1933
Frontier orbital gap (spin up / spin down) in eV: 5.918 / 5.990
E_HOMO (spin up / spin down) in eV: -11.20 / -11.25
Total charge: +1
Spin multiplicity: 1

```
41
Properties=species:S:1:pos:R:3:mulliken_charge:R:1
Mo 1.366 -1.040 -2.062 1.20
Se 3.287 -2.227 -2.651 0.00
Se 2.627 -4.482 -2.579 -0.18
Te 0.807 -4.272 -4.279 0.11
Se -0.327 -2.414 -3.001 -0.14
C -1.135 -1.512 2.972 -0.99
N -0.538 -1.778 1.656 0.27
C 0.194 -3.048 1.579 -0.92
P -0.280 -0.525 0.678 0.37
O 1.000 -0.867 -0.180 -0.75
N -1.554 -0.330 -0.305 0.49
C -2.885 -0.890 -0.056 -1.01
C -1.541 0.796 -1.249 -0.96
N 0.039 0.866 1.417 0.71
C -1.007 1.835 1.774 -1.12
C 1.387 1.292 1.813 -1.04
H -1.793 -2.341 3.230 0.39
H -1.737 -0.605 2.963 0.31
H -0.364 -1.410 3.739 0.33
H -0.481 -3.853 1.869 0.31
H 1.049 -3.040 2.258 0.33
H 0.537 -3.240 0.567 0.24
H -2.816 -1.747 0.608 0.35
H -3.315 -1.220 -1.001 0.33
H -3.545 -0.139 0.387 0.31
H -0.539 0.992 -1.636 0.13
H -1.880 1.729 -0.798 0.31
H -2.182 0.547 -2.094 0.37
H -1.993 1.471 1.495 0.34
H -0.825 2.783 1.264 0.33
H -0.998 1.996 2.853 0.34
H 2.115 0.508 1.620 0.30
H 1.396 1.523 2.878 0.34
H 1.663 2.186 1.253 0.30
N 1.997 0.740 -2.579 -0.65
C 2.103 1.916 -2.614 0.56
C 2.069 3.255 -2.507 0.11
C 1.020 3.733 -1.653 0.20
N 0.167 3.965 -0.915 -0.43
C 3.055 4.094 -3.111 -0.12
N 3.855 4.753 -3.606 -0.37
```